# 1
Entry from the Open Molecules 2025 dataset: a molecular structure, C19H18BrCoN11O (ωB97M-V with the def2-TZVPD basis set).

Output
Electronic energy, Ha: -5368.3022
E_HOMO (alpha / beta), Ha: -0.6106 / -0.6104
Molecular weight, g mol⁻¹: 555.3
Frontier orbital gap (alpha / beta), eV: 8.34 / 4.18
<S²>: 6.0227
E_LUMO (alpha / beta), eV: -8.3 / -12.4

```
! RIJCOSX wB97M-V def2-TZVPD def2/J DEFGRID3
* xyz 3 5
H 8.543 10.511 12.371
H 6.606 11.794 9.041
C 7.823 4.536 5.651
Co 11.036 11.906 6.588
H 12.649 8.972 5.171
Br 10.533 5.439 5.502
N 9.015 12.235 6.639
C 13.114 9.957 5.190
H 13.127 10.993 8.010
C 6.996 11.961 7.996
H 8.747 12.761 4.616
N 14.478 11.685 4.734
H 14.875 9.662 3.851
H 8.192 3.556 5.410
N 9.403 10.160 12.018
H 6.269 12.714 4.713
C 6.204 12.211 6.851
H 5.098 12.241 6.931
C 8.674 5.644 5.689
C 6.872 12.512 5.636
C 8.252 12.546 5.561
N 12.577 11.129 5.797
C 11.503 10.626 9.216
N 8.238 6.832 5.981
N 10.660 11.184 8.341
N 12.735 10.327 8.685
C 11.777 15.086 6.685
H 14.626 14.735 5.198
H 13.348 10.003 9.421
H 4.813 3.717 6.365
C 13.109 13.462 5.901
C 6.432 4.699 5.936
C 6.946 7.037 6.209
H 15.274 12.257 4.448
C 8.439 11.880 7.831
N 13.692 14.660 5.657
C 9.894 10.543 10.810
C 9.390 11.392 8.807
H 4.888 6.331 6.166
N 11.927 13.686 6.548
O 5.711 3.536 6.022
C 12.889 15.714 6.134
C 14.238 10.330 4.474
H 13.202 16.732 6.158
C 13.447 12.138 5.475
H 10.874 15.468 7.161
H 10.106 9.781 12.690
H 6.736 8.108 6.527
N 11.213 10.293 10.483
C 5.951 6.057 6.145
N 8.952 11.126 10.031
*
```

Atomic partial charges in e from the Löwdin method, atoms 1 to 6: 0.11 0.14 0.11 0.80 0.12 0.93


# 2
Entry from the Open Molecules 2025 dataset: a single C19H18BrF3N4O2 molecule (ωB97M-V with the def2-TZVPD basis set).

Output
Structure (SMILES): CCCCNC(=O)c1nn2c(C(F)(F)F)cc(-c3ccc(OC)cc3)nc2c1Br
Electronic energy, Ha: -3977.9584
E_HOMO, Ha: -0.3075
Molecular weight, g mol⁻¹: 471.3
Frontier orbital gap, eV: 7.76
E_LUMO, eV: -0.6

```
! RIJCOSX wB97M-V def2-TZVPD def2/J DEFGRID3
* xyz 0 1
H 4.664 2.293 0.283
C -5.944 0.166 0.162
F -0.086 -4.576 0.986
H 6.092 -0.400 1.169
C -4.768 -0.557 0.152
C -4.728 2.125 -0.526
C -0.026 -0.578 -0.358
C -8.288 1.769 0.121
C -2.224 -2.109 -0.128
C 3.587 -1.334 -0.583
N 4.257 -0.461 0.198
N -1.193 0.032 -0.332
H 3.758 0.190 0.782
H -3.116 -2.707 -0.056
C 2.101 -1.256 -0.427
H 7.242 0.917 -0.617
H -2.628 1.871 -0.793
F -2.013 -4.841 0.074
H 6.075 3.082 -0.397
C -1.010 -2.725 -0.156
F -0.258 -4.731 -1.159
O -7.032 2.313 -0.211
H 6.137 3.325 2.024
H -8.305 1.398 1.151
C 6.154 0.953 -0.528
H -8.998 2.588 0.023
H 5.735 0.977 -1.536
N 0.109 -1.969 -0.269
H 7.453 2.256 1.538
H -4.809 -1.596 0.441
O 4.114 -2.112 -1.345
N 1.366 -2.360 -0.315
C -2.294 -0.683 -0.217
C -3.556 0.040 -0.196
C 5.696 -0.340 0.152
H -6.859 -0.332 0.443
C 1.285 -0.116 -0.455
C 5.751 2.232 0.207
H 6.057 -1.199 -0.419
C -0.830 -4.222 -0.067
C -5.942 1.517 -0.182
H 5.992 1.590 2.269
H -4.738 3.172 -0.787
C -3.562 1.403 -0.529
Br 1.782 1.679 -0.616
C 6.371 2.354 1.594
H -8.569 0.962 -0.563
*
```

Atomic partial charges in e from the Löwdin method, atoms 1 to 6: 0.06 -0.01 0.16 0.12 -0.02 0.01


# 3
Entry from the Open Molecules 2025 dataset: a molecular structure, C19H18BrN5O6S2V (ωB97M-V with the def2-TZVPD basis set).

Output
Electronic energy, Ha: -5774.3824
E_HOMO (alpha / beta), Ha: -0.3914 / -0.3936
Molecular weight, g mol⁻¹: 607.4
Frontier orbital gap (alpha / beta), eV: 6.89 / 6.75
<S²>: 2.0125
E_LUMO (alpha / beta), eV: -3.8 / -4.0

```
! RIJCOSX wB97M-V def2-TZVPD def2/J DEFGRID3
* xyz 1 3
N 3.971 0.353 3.547
H 1.118 1.888 -1.544
S -1.115 -0.742 2.696
H -2.631 -4.068 0.985
C -1.526 -2.404 0.674
C -2.466 -4.498 4.904
H -1.151 -1.430 5.470
Br 5.094 0.621 -4.273
C 2.465 -0.443 1.794
H 4.205 -1.731 -2.692
H -1.929 -3.440 6.688
C 2.815 1.352 -2.738
O -1.119 0.849 -0.705
C 2.471 -1.098 -1.609
N 1.611 -0.119 -1.294
C -1.395 -2.585 -0.774
H -2.757 -4.224 -1.067
C 3.695 0.330 -3.059
C -2.140 -3.307 2.845
H 0.058 -0.796 -3.086
N -0.578 -1.661 -1.324
C -2.536 -4.449 3.518
H 4.794 -0.236 3.553
S -0.780 1.966 0.336
O 0.315 1.201 1.083
C -1.545 -2.281 4.928
H -1.134 -2.368 -4.558
C -1.635 -2.222 3.549
C -0.532 -1.594 -2.660
H -2.907 -5.299 2.956
O 1.651 -1.219 1.297
C 2.762 -0.427 3.290
H 2.295 -2.058 -1.141
N -0.931 -1.340 1.119
C -1.978 -3.413 5.609
C 3.527 -0.920 -2.474
H 2.920 2.337 -3.170
O -1.903 2.176 1.184
H 3.732 0.878 1.774
V 0.107 -0.263 -0.083
O -0.200 3.061 -0.383
C -1.213 -2.467 -3.485
H 3.933 0.846 4.428
N -2.232 -3.261 1.431
H -2.792 -5.389 5.423
O 3.161 0.420 1.105
H -2.541 -4.157 -3.533
C -2.000 -3.456 -2.914
C 1.798 1.096 -1.840
C -2.104 -3.501 -1.536
H 1.902 0.060 3.754
H 2.792 -1.455 3.654
*
```

Atomic partial charges in e from the Löwdin method, atoms 1 to 6: 0.02 0.10 1.11 0.14 -0.28 -0.06


# 4
Entry from the Open Molecules 2025 dataset: a molecular structure, C19H18ClN6O10W (ωB97M-V with the def2-TZVPD basis set).

Output
Electronic energy, Ha: -2342.3088
E_HOMO (alpha / beta), Ha: -0.4691 / -0.4678
Molecular weight, g mol⁻¹: 709.7
Frontier orbital gap (alpha / beta), eV: 7.14 / 6.25
<S²>: 2.0144
E_LUMO (alpha / beta), eV: -5.6 / -6.5

```
! RIJCOSX wB97M-V def2-TZVPD def2/J DEFGRID3
* xyz 1 3
H 0.704 0.084 4.244
C 1.201 4.145 0.008
O -6.223 0.728 -3.262
C 0.655 0.663 3.324
H 0.829 6.237 0.233
H -4.096 -0.264 -2.822
H 3.870 -4.142 -0.790
H 3.090 -4.705 1.581
C 0.776 -5.737 -0.803
C -2.659 0.730 0.149
C -4.942 1.116 -1.403
H 1.169 -6.748 -0.913
O -1.550 0.487 0.814
H 0.203 3.838 0.285
H -5.588 2.449 0.138
H 0.450 -5.386 -1.782
O 0.608 1.502 0.192
N -6.155 1.332 -2.214
C 2.163 3.206 -0.320
H 2.708 -6.348 1.050
C 2.312 -5.338 1.156
C 3.463 3.543 -0.669
Cl 2.110 1.628 3.138
C 2.852 5.851 -0.371
N 1.789 1.813 -0.284
O -0.310 -1.216 2.245
C 1.347 -3.482 -0.072
O -4.564 2.903 2.220
H 2.794 -4.427 -2.167
C -3.971 0.248 -1.879
C -3.670 1.600 0.562
N -3.562 2.359 1.821
W 0.124 -0.508 0.276
C 3.085 -4.789 -1.182
N 0.550 -0.261 2.206
N 2.541 0.901 -0.672
O -0.604 -0.071 -1.570
O -2.475 2.401 2.365
O -6.981 2.100 -1.777
O 1.986 -0.277 -0.506
H -0.087 -5.770 -0.138
C -2.870 0.081 -1.087
C 3.798 4.884 -0.693
O -1.516 -1.661 -0.456
H 3.126 6.897 -0.391
H 4.187 2.779 -0.910
N -1.740 -0.770 -1.386
H 4.804 5.175 -0.960
C 0.910 -2.354 0.070
C 1.561 5.483 -0.021
C -4.810 1.781 -0.205
H 3.489 -5.796 -1.290
C 1.880 -4.832 -0.232
H 1.468 -5.368 1.845
H -0.227 1.306 3.305
*
```

Atomic partial charges in e from the Löwdin method, atoms 1 to 6: 0.10 0.00 0.10 -0.53 0.12 0.15


# 5
Entry from the Open Molecules 2025 dataset: a single C19H18F3NO5 molecule (ωB97M-V with the def2-TZVPD basis set).

Output
Structure (SMILES): CCN(C(=O)Oc1ccccc1)c1ccc([C@](O)(C(=O)OC)C(F)(F)F)cc1
Electronic energy, Ha: -1465.4257
E_HOMO, Ha: -0.3179
Molecular weight, g mol⁻¹: 397.3
Frontier orbital gap, eV: 9.31
E_LUMO, eV: 0.7

```
! RIJCOSX wB97M-V def2-TZVPD def2/J DEFGRID3
* xyz 0 1
C -1.084 -3.050 -0.058
C -4.993 1.182 -0.967
C 3.997 0.877 -0.250
C -7.223 1.732 -0.257
H -1.323 -4.058 0.272
H 7.736 -0.768 -1.807
C -7.060 0.949 0.874
C -6.191 1.844 -1.171
C -4.833 0.410 0.174
C -2.463 0.224 0.207
H 5.066 1.808 -1.588
C -5.865 0.290 1.095
C 0.271 0.486 -0.813
C -1.721 -2.038 0.888
C 1.591 0.859 -0.973
H -8.155 2.251 -0.425
H -2.800 -2.184 0.911
F 3.682 2.735 1.238
H -5.718 -0.321 1.972
O 4.730 -1.394 0.284
F 4.646 1.012 2.085
H -0.003 -2.936 -0.077
H 1.889 1.447 -1.825
N -1.465 -0.674 0.447
F 5.701 2.247 0.685
O -2.294 1.369 -0.122
H -4.188 1.272 -1.678
O 4.129 1.660 -1.399
C 0.846 -0.645 1.219
O -3.686 -0.331 0.426
C 4.924 -0.366 -0.298
C -0.119 -0.270 0.288
H -1.340 -2.179 1.904
C 2.549 0.475 -0.045
H 0.573 -1.221 2.089
C 6.944 -1.156 -1.172
H -7.862 0.856 1.591
H -0.460 0.791 -1.542
O 5.983 -0.111 -1.059
H -6.315 2.450 -2.056
H 6.485 -2.039 -1.620
C 4.493 1.716 0.959
H 2.892 -0.592 1.790
H -1.464 -2.914 -1.067
H 7.330 -1.417 -0.186
C 2.168 -0.279 1.057
*
```

Atomic partial charges in e from the Löwdin method, atoms 1 to 6: -0.06 -0.01 -0.28 -0.10 0.08 0.10


> Number 5 is which compound?

C19H18F3NO5


> Among the records above, which one has the highest electronic energy?

C19H18F3NO5


> The highest electronic energy belongs to which entry?

C19H18F3NO5